# 1
Molecular formula: C14H21NO5S
Method: DFT, the ωB97M-V functional and the def2-TZVPD basis

Each atom is followed by the atoms it is bonded to, with distances in Å.
Geometry (Å):
1 C -0.65323 0.39621 3.25331  C2 1.613, H16 1.141, H17 1.152, H18 1.133
2 C -0.82897 -1.15970 2.86647  C1 1.613, O3 1.247, O4 1.416
3 O -1.62698 -1.47993 1.96387  C2 1.247
4 O -0.04635 -2.06442 3.62465  C2 1.416, C5 1.448
5 C 0.54670 -3.09256 2.79605  O4 1.448, C6 1.605, H19 1.152, H20 1.152
6 C 1.69018 -2.56298 1.80276  C5 1.605, C7 1.609, H21 1.138, H22 1.152
7 C 1.59327 -3.15042 0.30781  C6 1.609, C8 1.615, H23 1.153, H24 1.135
8 C 1.24241 -1.95541 -0.72025  C7 1.615, C9 1.606, O15 1.474, H25 1.151
9 C 2.50635 -1.47397 -1.58613  C8 1.606, C10 1.631, H26 1.150, H27 1.137
10 C 2.05808 -0.55019 -2.85390  C9 1.631, C11 1.628, H28 1.149, H29 1.134
11 C 0.76807 0.32621 -2.38710  C10 1.628, S12 1.869, H30 1.133, H31 1.143
12 S -0.59495 -0.92821 -2.13938  C11 1.869, O13 1.500, O14 1.497, O15 1.697
13 O -1.25039 -1.13215 -3.47312  S12 1.500
14 O -1.53991 -0.56389 -1.03727  S12 1.497
15 O 0.21611 -2.35304 -1.70085  C8 1.474, S12 1.697
16 H 0.39063 0.73927 2.94643  C1 1.141
17 H -0.72123 0.46189 4.40191  C1 1.152
18 H -1.44625 1.05520 2.78304  C1 1.133
19 H -0.25773 -3.72925 2.27237  C5 1.152
20 H 1.06240 -3.82341 3.52191  C5 1.152
21 H 1.68636 -1.42644 1.85436  C6 1.138
22 H 2.70995 -2.89744 2.22059  C6 1.152
23 H 0.68180 -3.85630 0.30534  C7 1.153
24 H 2.50106 -3.75965 0.00225  C7 1.135
25 H 0.79100 -1.11726 -0.07412  C8 1.151
26 H 3.23158 -0.81697 -0.98131  C9 1.150
27 H 3.11878 -2.32512 -2.02563  C9 1.137
28 H 1.65839 -1.23500 -3.68499  C10 1.149
29 H 2.90886 0.11812 -3.19485  C10 1.134
30 H 0.49210 1.14076 -3.12509  C11 1.133
31 H 1.03299 0.70943 -1.34356  C11 1.143
32 C -2.65910 4.46397 -1.49783  C33 1.388, C37 1.387, H38 1.085
33 C -1.91850 5.12601 -0.52880  C32 1.388, C34 1.385, H39 1.083
34 C -1.37040 4.37901 0.50116  C33 1.385, N35 1.343, H40 1.085
35 N -1.51646 3.04969 0.62021  C34 1.343, C36 1.343
36 C -2.23930 2.43328 -0.32970  N35 1.343, C37 1.386, H41 1.084
37 C -2.82467 3.09003 -1.40068  C32 1.387, C36 1.386, H42 1.083
38 H -3.10310 5.01377 -2.32056  C32 1.085
39 H -1.77001 6.19772 -0.57276  C33 1.083
40 H -0.78083 4.85089 1.28067  C34 1.085
41 H -2.34307 1.36101 -0.20826  C36 1.084
42 H -3.39564 2.54123 -2.13903  C37 1.083

Output
DFT total energy = -37418.335 eV
SMILES = CC(=O)OCCC[C@H]1CCCS(=O)(=O)O1.c1ccncc1
frontier orbital gap = 10.17 eV
ΔE to the lowest compared entry with this formula, charge and spin = 59.5 kcal/mol
multiplicity = 1
E_LUMO = 0.0204 Ha
HOMO energy = -0.3535 Eh

natural (NBO) population analysis, charges in e, atoms 1 to 4: atom 1 (C): -0.72, atom 2 (C): 0.79, atom 3 (O): -0.56, atom 4 (O): -0.54

***

# 2
Molecular formula: C11H14FN
Method: DFT, the ωB97M-V functional and the def2-TZVPD basis

Each atom is followed by the atoms it is bonded to, with distances in Å.
Geometry (Å):
1 C -1.66844 -3.30502 0.63001  C2 1.382, C3 1.390, H14 1.102
2 C -2.60257 -2.44908 0.07764  C1 1.382, C4 1.395, H15 1.041
3 C -0.38505 -2.83572 0.88535  C1 1.390, C5 1.390, H16 1.142
4 C -2.23293 -1.14291 -0.24430  C2 1.395, C6 1.414, H17 1.034
5 C -0.00394 -1.52703 0.61153  C3 1.390, C6 1.382, H18 1.085
6 C -0.93257 -0.67100 0.04983  C4 1.414, C5 1.382, C7 1.449
7 C -0.60896 0.67755 -0.36913  C6 1.449, C9 1.471, N12 1.307
8 C 1.55326 1.35596 0.18186  C10 1.529, C11 1.480, N12 1.227
9 C -1.35647 1.45424 -1.37034  C7 1.471, H19 1.081, H20 1.085, H21 1.048
10 C 2.36969 0.91873 -1.03462  C8 1.529, H22 1.023, H23 1.130, H24 1.036
11 C 2.27088 2.05906 1.26905  C8 1.480, H25 1.053, H26 1.094, H27 1.050
12 N 0.33210 1.30092 0.28985  C7 1.307, C8 1.227
13 F -0.39889 2.60369 1.57028  no bonds
14 H -1.98230 -4.36054 0.66997  C1 1.102
15 H -3.44813 -2.91748 -0.30752  C2 1.041
16 H 0.35605 -3.47695 1.47095  C3 1.142
17 H -2.99673 -0.65054 -0.73751  C4 1.034
18 H 1.01800 -1.33461 0.92235  C5 1.085
19 H -2.38326 1.65770 -1.09888  C9 1.081
20 H -1.25964 0.97722 -2.34049  C9 1.085
21 H -0.77819 2.30235 -1.58098  C9 1.048
22 H 3.35330 1.16563 -0.90287  C10 1.023
23 H 2.17636 1.68553 -1.84139  C10 1.130
24 H 2.26314 -0.06804 -1.33158  C10 1.036
25 H 2.56015 3.02486 0.96531  C11 1.053
26 H 3.09534 1.35934 1.43310  C11 1.094
27 H 1.68980 2.19612 2.13253  C11 1.050

Output
DFT total energy = -15837.709 eV
frontier orbital gap (alpha / beta) = 7.50 / 7.52 eV
ΔE to the lowest compared entry with this formula, charge and spin = 96.4 kcal/mol
multiplicity = 1
E_LUMO (alpha / beta) = -0.0088 / -0.0088 Ha
HOMO energy (alpha / beta) = -0.2845 / -0.2851 Eh

natural (NBO) population analysis, charges in e, atoms 1 to 4: atom 1 (C): -0.20, atom 2 (C): -0.20, atom 3 (C): -0.20, atom 4 (C): -0.17

***

# 3
Molecular formula: C4H9NO2
Method: DFT, the ωB97M-V functional and the def2-TZVPD basis

Each atom is followed by the atoms it is bonded to, with distances in Å.
Geometry (Å):
1 C -1.44380 1.31010 1.32851  N2 1.459, H8 1.103, H9 1.091, H10 1.098
2 N -0.74329 0.10751 0.89117  C1 1.459, C3 1.442, H11 1.016
3 C 0.62425 0.40157 0.53880  N2 1.442, O4 1.415, H12 1.089, H13 1.113
4 O 1.45573 -0.73193 0.37416  C3 1.415, C5 1.412
5 C 1.06938 -1.56207 -0.70054  O4 1.412, C6 1.521, H14 1.094, H15 1.095
6 C 0.53902 -0.76166 -1.88078  C5 1.521, O7 1.210, H16 1.107
7 O -0.64530 -0.63947 -2.09901  C6 1.210
8 H -1.54483 2.09094 0.55552  C1 1.103
9 H -2.45007 1.04426 1.65404  C1 1.091
10 H -0.91427 1.73929 2.18919  C1 1.098
11 H -1.21950 -0.29816 0.09107  N2 1.016
12 H 1.05465 0.91569 1.39691  C3 1.089
13 H 0.71027 1.03328 -0.37374  C3 1.113
14 H 1.94146 -2.13607 -1.02890  C5 1.094
15 H 0.27914 -2.26850 -0.42419  C5 1.095
16 H 1.28716 -0.24480 -2.51223  C6 1.107

Output
DFT total energy = -9877.552 eV
SMILES = CNCOCC=O
frontier orbital gap = 9.78 eV
ΔE to the lowest compared entry with this formula, charge and spin = 57.9 kcal/mol
multiplicity = 1
E_LUMO = 0.0220 Ha
HOMO energy = -0.3375 Eh

natural (NBO) population analysis, charges in e, atoms 1 to 4: atom 1 (C): -0.42, atom 2 (N): -0.64, atom 3 (C): 0.09, atom 4 (O): -0.51

***

# 4
Molecular formula: C4H6FP
Method: DFT, the ωB97M-V functional and the def2-TZVPD basis

Each atom is followed by the atoms it is bonded to, with distances in Å.
Geometry (Å):
1 C -0.86456 0.73645 -0.04705  C2 1.462, C3 1.496, H7 1.077, H8 1.056
2 C 0.38249 0.99407 0.67200  C1 1.462, C3 1.458, C4 1.599, H9 1.122
3 C 0.32764 -0.14842 -0.23294  C1 1.496, C2 1.458, C4 1.574, F5 1.352
4 C 1.45087 0.91795 -0.51574  C2 1.599, C3 1.574, H10 1.071, H11 1.041
5 F 0.45574 -1.46721 0.03841  C3 1.352
6 P -1.37006 -3.70438 0.44410  H12 1.565
7 H -1.78062 0.44556 0.43849  C1 1.077
8 H -1.10080 1.39395 -0.83860  C1 1.056
9 H 0.68326 1.11302 1.74688  C2 1.122
10 H 2.46093 0.61520 -0.33052  C4 1.071
11 H 1.20217 1.37195 -1.41897  C4 1.041
12 H -1.84707 -2.26814 0.04394  P6 1.565

Output
DFT total energy = -16245.083 eV
frontier orbital gap (alpha / beta) = 7.37 / 7.36 eV
ΔE to the lowest compared entry with this formula, charge and spin = 103.4 kcal/mol
multiplicity = 1
E_LUMO (alpha / beta) = -0.0419 / -0.0421 Ha
HOMO energy (alpha / beta) = -0.3129 / -0.3126 Eh

natural (NBO) population analysis, charges in e, atoms 1 to 4: atom 1 (C): -0.43, atom 2 (C): -0.27, atom 3 (C): 0.33, atom 4 (C): -0.41